Formula: C6H12GaO4
Source: the OMol25 dataset
Level of theory: the ωB97M-V functional and the def2-TZVPD basis

CARTESIAN COORDINATES (ANGSTROEM)
1 C -1.45 -1.60 1.12
2 H -1.85 -2.44 0.53
3 H -2.09 -1.57 2.00
4 H -0.49 -1.23 1.51
5 O 0.93 -3.37 0.10
6 C 1.98 -3.00 -0.38
7 H 2.87 -3.65 -0.37
8 H 2.18 -1.91 -0.51
9 O -1.89 -0.37 0.26
10 C -1.37 -0.42 -1.11
11 C 0.11 -0.11 -1.06
12 O 0.23 1.34 -0.98
13 C 0.79 1.93 0.19
14 C 0.07 3.26 0.40
15 O -1.31 3.10 0.41
16 Ga -1.74 1.51 -0.54
17 H -1.59 -1.39 -1.58
18 H 0.63 -0.55 -1.92
19 H 0.65 -0.50 -0.17
20 H 1.88 2.06 0.08
21 H 0.61 1.27 1.06
22 H 0.40 3.95 -0.41
23 H 0.45 3.70 1.34

Values from the calculation:
ΔE to the lowest compared entry with this formula, charge and spin   16.2 kcal/mol
HOMO-LUMO gap   8.1 eV
LUMO   -5.4894 eV
HOMO level   -13.58 eV
Calculated total energy   -2461.152702 a.u.
Charge   +1